Here is C6H18MnN2O14S2 as an isolated structure in a non-equilibrium geometry from the OMol25 dataset. Energies are from ωB97M-V/def2-TZVPD.

```
43
Properties=species:S:1:pos:R:3
Mn 0.0784 -0.3785 -1.4061
N 0.2336 -3.6904 -1.6362
O -0.1845 -4.5972 -0.8613
O -0.1657 -2.5693 -1.3819
O 0.8691 -3.8372 -2.6381
N 2.0514 -0.4065 1.3477
O 1.6173 -0.6098 0.2283
O 1.3435 -0.2352 2.3178
O 3.2748 -0.2829 1.4882
O 1.0100 -0.0508 -3.2115
H 1.7348 0.2697 -3.7829
O -1.6123 -0.1662 -2.4895
H -2.5463 -0.3683 -2.6928
O 0.4429 4.1529 -0.7986
S 0.7792 2.9290 -0.0928
O 0.5679 1.6582 -0.7378
O 2.4308 3.0062 0.3656
C 3.4066 3.0725 -0.6884
C 4.0538 4.4905 -1.0402
C 0.1014 2.8886 1.6198
H 3.0322 2.7648 -1.6647
H 4.2250 2.4742 -0.2879
H 3.4271 5.2390 -1.5252
H 5.0005 4.4535 -1.5790
H 4.2876 5.0004 -0.1056
H 0.0706 3.9192 1.9733
H 0.7231 2.2132 2.2076
H -0.9457 2.5932 1.5539
O -1.1072 -0.3621 0.3478
S -1.7996 -0.7876 1.5597
O -1.8023 0.1449 2.6984
O -3.3100 -1.3158 1.2918
C -3.6700 -2.0486 0.1039
C -3.8255 -3.5190 0.3699
C -1.1948 -2.3986 2.1439
H -2.9476 -2.0550 -0.7123
H -4.5438 -1.6482 -0.4101
H -2.9645 -4.0552 -0.0292
H -4.7485 -3.8967 -0.0700
H -3.9051 -3.7648 1.4288
H -1.0787 -3.1065 1.3233
H -2.0807 -2.7575 2.6678
H -0.3286 -2.3622 2.8045
```

As for the spin multiplicity: 6. The net charge is -2. The energy comes out at -91142.206 eV. The value obtained for the HOMO energy (spin up / spin down) is -0.0359 / -0.0434 Eh.

List of Löwdin charges in e, atom by atom: Mn 0.748; N -0.630; O -0.099; O -0.096; O 0.018; N -0.626; O -0.066; O -0.040; O -0.052; O -0.475; H -0.107; O -0.463; H -0.096; O -0.302; S 0.718; O -0.309; O -0.268; C -0.235; C -0.082; C -0.082; H 0.116; H 0.118; H 0.056; H 0.058; H 0.052; H 0.056; H 0.061; H 0.063; O -0.338; S 0.698; O -0.309; O -0.269; C -0.258; C -0.083; C -0.087; H 0.107; H 0.117; H 0.074; H 0.068; H 0.070; H 0.058; H 0.048; H 0.069